A molecular structure, C22H24BeN2O2. Source: the OMol25 dataset; level of theory: wB97M-V/def2-TZVPD.

Calculated values
E_HOMO	1.068	eV
molecular weight	357.458	g mol⁻¹
total charge	-2
relative energy (zero: lowest compared OMol25 entry of this formula, charge and spin)	0.0	kJ/mol
max |F|	6.26	eV/A
Kohn-Sham gap	3.805	eV

XYZ file:
```
51
C22H24BeN2O2, DFT wB97M-V/def2-TZVPD
C 4.37175 -1.56671 -0.51255
C 3.60926 -2.09109 -1.59459
C 2.47844 -2.76285 -1.04902
C 2.53486 -2.64377 0.36708
C 3.70403 -1.90015 0.70034
Be 2.29479 -0.42078 -0.48172
N 2.78948 1.21581 0.23365
C 2.90899 1.83704 -1.13665
C 2.54378 0.76596 -2.19495
H 1.68631 -3.24884 -1.62193
H 3.84651 -1.99430 -2.65427
H 1.79628 -3.02361 1.07473
H 4.02068 -1.61877 1.70666
H 5.28310 -0.97191 -0.59786
H 3.35630 0.58225 -2.91251
H 2.23334 2.71420 -1.19975
H 3.17511 1.79805 0.97748
H 1.59603 0.97337 -2.71421
H 3.94881 2.18689 -1.29146
C -3.36721 -1.24275 -2.42281
C -2.50524 -0.06390 -2.03532
C -1.79538 0.60386 -3.04134
C -1.00934 1.70803 -2.73917
C -0.88285 2.14211 -1.42468
C -1.54056 1.48380 -0.37557
N -1.29798 1.98066 0.95031
C -1.30680 1.19345 2.14260
C -1.79079 1.78400 3.32134
C -1.91161 1.03809 4.49415
C -1.55364 -0.30862 4.50613
C -1.04324 -0.90966 3.35346
C -0.88754 -0.16827 2.16733
C -0.17558 -0.80627 1.03007
O -0.25085 -2.10050 0.84665
O 0.81207 -0.09874 0.50864
C -2.41323 0.38175 -0.68798
C -3.30407 -0.30859 0.33358
H -3.02336 -2.15061 -1.88257
H -4.42968 -1.04611 -2.17136
H -3.31302 -1.45704 -3.51089
H -1.86364 0.27819 -4.07199
H -0.47894 2.22263 -3.53003
H -0.24272 2.98953 -1.21537
H -1.12090 2.99150 1.05275
H -2.10278 2.82097 3.32241
H -2.29465 1.50384 5.39351
H -1.64803 -0.88309 5.41887
H -0.72501 -1.94375 3.40483
H -3.02130 -1.37671 0.44027
H -3.33082 0.16094 1.32617
H -4.35917 -0.24956 -0.00246
```

Löwdin population analysis, charges in e, atoms 1 to 5: -0.21, -0.23, -0.19, -0.20, -0.20

---

5 unconnected molecules or ions with the total composition C22H24Cl2N4. Source: the OMol25 dataset; level of theory: wB97M-V/def2-TZVPD.

Calculated values
E_HOMO	-9.207	eV
molecular weight	415.368	g mol⁻¹
total charge	0
relative energy (zero: lowest compared OMol25 entry of this formula, charge and spin)	130.7	kJ/mol
SMILES string	c1ccncc1.c1ccncc1.c1ccncc1.c1ccncc1.ClCCCl
max |F|	2.89	eV/A
Kohn-Sham gap	9.722	eV

XYZ file:
```
52
C22H24Cl2N4, DFT wB97M-V/def2-TZVPD
Cl 1.24698 -4.10910 -0.65625
C 1.75333 -5.46434 0.28815
C 2.81067 -4.95637 1.24358
Cl 2.27635 -3.75408 2.50947
H 2.23703 -6.13856 -0.41864
H 0.86266 -5.84868 0.78523
H 3.67216 -4.54850 0.71483
H 3.30631 -5.72363 1.83835
N -2.41622 5.43538 2.91529
C -2.04878 5.09318 1.71973
C -2.71023 4.07773 0.95501
C -3.84941 3.52545 1.50498
C -4.36341 3.95102 2.70508
C -3.59180 4.92721 3.41331
H -1.16600 5.57898 1.33101
H -2.34685 3.78606 -0.01930
H -4.37945 2.75719 0.96163
H -5.24156 3.45758 3.09466
H -3.85693 5.22946 4.41569
N -1.15889 1.16275 0.52030
C -0.00403 1.58865 -0.06467
C 1.20077 0.86399 -0.05558
C 1.05259 -0.46881 0.27802
C -0.13247 -1.06373 0.75619
C -1.17242 -0.13858 0.94746
H -0.00367 2.62842 -0.35668
H 2.13510 1.26292 -0.42203
H 1.92435 -1.09845 0.37797
H -0.15782 -2.11212 1.01433
H -2.12342 -0.50973 1.29995
N -4.25246 1.01272 -4.27567
C -5.17122 0.04141 -3.83517
C -5.44863 -0.13368 -2.49186
C -4.63913 0.57307 -1.53164
C -3.57664 1.39202 -1.94495
C -3.45228 1.63627 -3.36786
H -5.63385 -0.55831 -4.60505
H -6.13501 -0.83855 -2.04640
H -4.68857 0.29984 -0.48795
H -2.93204 1.89760 -1.24118
H -2.64385 2.18494 -3.82809
N 5.43483 -2.14721 -1.78406
C 4.68113 -2.35582 -0.68890
C 4.99041 -1.74467 0.53250
C 6.23257 -1.08244 0.67560
C 7.07587 -0.94511 -0.42406
C 6.58969 -1.49701 -1.63575
H 3.75788 -2.90388 -0.80569
H 4.42870 -1.85793 1.44795
H 6.46693 -0.59145 1.60856
H 8.05055 -0.49389 -0.31086
H 7.11025 -1.27946 -2.55666
```

Löwdin population analysis, charges in e, atoms 1 to 5: 0.63, -0.65, -0.63, 0.52, 0.08

---

A molecular structure, C22H24F3N4NiOS2. Source: the OMol25 dataset; level of theory: wB97M-V/def2-TZVPD.

Calculated values
E_HOMO (alpha / beta)	-11.402 / -11.364	eV
molecular weight	540.282	g mol⁻¹
total charge	+1
relative energy (zero: lowest compared OMol25 entry of this formula, charge and spin)	44.1	kJ/mol
2S+1	3
max |F|	1.05	eV/A
Kohn-Sham gap (alpha / beta)	8.699 / 7.789	eV

XYZ file:
```
57
C22H24F3N4NiOS2, DFT wB97M-V/def2-TZVPD
Ni 0.68596 -0.16729 -1.00515
F -3.65888 3.71087 -0.99743
C -2.48369 3.69353 -1.65681
F -1.57144 4.23602 -0.86244
F -2.62725 4.49199 -2.72616
C -2.16691 2.28462 -2.09878
C -3.12895 1.66517 -2.88237
C -2.93938 0.37161 -3.34600
C -1.77707 -0.27264 -2.99255
N -0.84111 0.31187 -2.24152
C -0.99592 1.58385 -1.78608
S 0.36129 2.08835 -0.81803
H -4.03440 2.20650 -3.12879
H -3.67080 -0.11840 -3.97114
H -1.57104 -1.28372 -3.32167
N -8.46793 -0.94476 4.38606
C -7.39681 -0.97094 3.97236
C -6.05510 -1.00373 3.44624
C -5.05881 -1.71101 4.10837
C -3.77612 -1.75242 3.59251
C -3.48188 -1.08534 2.41328
C -4.46907 -0.36328 1.75636
C -5.75186 -0.32546 2.26965
N -2.15413 -1.14339 1.87743
C -1.04007 -1.69921 2.47987
C -0.01195 -1.52923 1.61515
N -0.47640 -0.88682 0.48689
C -1.75666 -0.67200 0.67765
H -5.28916 -2.23131 5.02768
H -3.01912 -2.31464 4.11914
H -4.25559 0.19107 0.85299
H -6.52189 0.23636 1.75981
H -1.05558 -2.14794 3.45510
H 1.01275 -1.84121 1.70880
H -2.41118 -0.19440 -0.03052
C 6.49981 -1.60723 1.36611
C 5.34336 -1.20410 0.45204
C 4.42658 -0.21240 1.15678
S 3.02525 0.34588 0.18420
O 2.36310 -0.96466 -0.32795
C 3.88013 1.10668 -1.23984
C 3.65048 0.35369 -2.54026
C 4.33373 1.06709 -3.70364
H 7.16271 -2.30878 0.86135
H 6.13270 -2.08541 2.27566
H 7.09115 -0.73691 1.65588
H 4.76393 -2.08338 0.16866
H 5.74148 -0.76620 -0.46585
H 4.93938 0.70550 1.45978
H 3.97350 -0.65722 2.04569
H 4.93975 1.16945 -0.99358
H 3.46850 2.11507 -1.29566
H 2.57838 0.28866 -2.74554
H 4.01291 -0.67100 -2.44942
H 3.84779 2.01746 -3.92782
H 4.29898 0.44716 -4.59839
H 5.38256 1.26798 -3.47812
```

Löwdin population analysis, charges in e, atoms 1 to 5: 0.47, 0.14, -0.61, 0.13, 0.16

---

A molecular structure, C22H24IN4O6Pd. Source: the OMol25 dataset; level of theory: wB97M-V/def2-TZVPD.

Calculated values
E_HOMO	-11.875	eV
molecular weight	673.780	g mol⁻¹
total charge	+1
relative energy (zero: lowest compared OMol25 entry of this formula, charge and spin)	7.8	kJ/mol
max |F|	0.31	eV/A
Kohn-Sham gap	8.825	eV

XYZ file:
```
58
C22H24IN4O6Pd, DFT wB97M-V/def2-TZVPD
Pd 0.03388 1.20436 0.23023
O 3.47007 -0.43687 4.56438
C 2.27301 -0.11980 5.02645
O 1.97955 -0.17429 6.18952
C 1.24344 0.31091 4.02816
C -0.05184 0.63736 4.37353
N -0.70467 0.96802 3.24577
N 0.10216 0.86404 2.18911
C 1.28750 0.47424 2.63577
C 2.33615 0.28103 1.58498
O 3.45624 -0.09047 1.88461
O 1.92562 0.53371 0.38379
H 3.54286 -0.35397 3.58111
H -0.52560 0.63855 5.34063
H -1.67664 1.20245 3.12543
C -2.80980 -3.47517 0.61768
C -1.64275 -2.55857 0.36818
O -1.81825 -1.35662 0.23909
C -0.27302 -3.13716 0.29175
C 0.76617 -2.33872 -0.17887
C 2.06275 -2.81969 -0.21251
C 2.32898 -4.11382 0.22045
C 1.29796 -4.92178 0.67995
C -0.00078 -4.43716 0.71272
H -3.73626 -2.92823 0.46691
H -2.77838 -3.83817 1.64755
H -2.77569 -4.34631 -0.03585
H 0.55049 -1.32775 -0.49450
H 2.86677 -2.18069 -0.55346
H 3.34316 -4.49049 0.20463
H 1.50633 -5.92738 1.01897
H -0.79540 -5.07264 1.08069
I 0.06540 4.46221 0.60830
C -1.75234 3.49268 0.26367
C -2.90921 4.24376 0.14054
C -4.10502 3.58391 -0.08912
C -4.11239 2.20155 -0.18725
C -2.92194 1.51630 -0.05521
N -1.76227 2.15476 0.16978
H -2.86601 5.31948 0.22221
H -5.02147 4.15001 -0.18939
H -5.02534 1.65222 -0.36493
H -2.85515 0.43755 -0.11447
C -0.61193 0.73142 -4.25821
N 0.72651 1.20081 -3.90087
C 1.76022 1.30676 -4.92936
C 0.97616 1.48948 -2.63314
C 2.33746 1.97111 -2.24321
O 0.03769 1.35749 -1.79983
H -0.69389 0.69889 -5.33994
H -1.36524 1.40822 -3.86101
H -0.79298 -0.26301 -3.85026
H 1.38129 0.86410 -5.84481
H 2.65934 0.76688 -4.63819
H 2.01697 2.34700 -5.12980
H 2.68324 2.74948 -2.92217
H 3.05128 1.14648 -2.28545
H 2.31564 2.34153 -1.22475
```

Löwdin population analysis, charges in e, atoms 1 to 5: 1.00, 0.15, -0.49, 0.13, -0.02

---

> Which value of relative energy (zero: lowest compared OMol25 entry of this formula, charge and spin) does entry 2 give?

130.7 kJ/mol

---

> Look up the total charge of the fourth one.

+1

---

> What is the max |F| in the second record?

2.89 eV/A

---

> What is the relative energy (zero: lowest compared OMol25 entry of this formula, charge and spin) in the first record?

0.0 kJ/mol